DFT (ωB97M-V/def2-TZVPD) results for an isolated molecule of C20H26N4O3.

Each atom is followed by the atoms it is bonded to, with distances in Å.
CARTESIAN COORDINATES (ANGSTROEM)
1 C -5.4170 -0.3567 -0.6125  O2 1.410, H51 1.088, H52 1.093, H53 1.097
2 O -5.1483 -0.7402 0.7176  C1 1.410, C3 1.401
3 C -4.0663 -0.0777 1.3110  O2 1.401, C4 1.545, H49 1.102, H50 1.094
4 C -2.6890 -0.5267 0.7727  C3 1.545, C5 1.518, H47 1.092, H48 1.090
5 C -2.2323 0.2577 -0.4438  C4 1.518, O6 1.217, N7 1.361
6 O -2.1884 -0.2483 -1.5503  C5 1.217
7 N -1.9204 1.5690 -0.2569  C5 1.361, C8 1.445, C40 1.451
8 C -1.5484 2.1813 0.9979  N7 1.445, H9 1.095, C10 1.533, H46 1.088
9 H -1.8746 3.2263 0.9726  C8 1.095
10 C -0.0263 2.1200 1.1663  C8 1.533, H11 1.092, H12 1.091, C13 1.539
11 H 0.2694 1.0751 1.2782  C10 1.092
12 H 0.2704 2.6448 2.0755  C10 1.091
13 C 0.6759 2.7684 -0.0393  C10 1.539, N14 1.443, C39 1.537, H45 1.097
14 N 2.1083 2.6019 0.0247  C13 1.443, C15 1.361, N18 1.340
15 C 2.8696 1.4764 -0.0535  N14 1.361, C16 1.380, N21 1.385
16 C 4.1895 1.8756 0.0090  C15 1.380, C17 1.400, H20 1.068
17 C 4.1239 3.2694 0.1223  C16 1.400, N18 1.316, H19 1.071
18 N 2.8779 3.6934 0.1308  N14 1.340, C17 1.316
19 H 4.9322 3.9684 0.1989  C17 1.071
20 H 5.0509 1.2449 -0.0287  C16 1.068
21 N 2.3139 0.2118 -0.1517  C15 1.385, C22 1.374, H38 1.008
22 C 3.0003 -0.9669 -0.3199  N21 1.374, O23 1.209, C24 1.494
23 O 4.2046 -1.0276 -0.4141  C22 1.209
24 C 2.0736 -2.1387 -0.3534  C22 1.494, C25 1.393, C29 1.401
25 C 0.8860 -2.0632 -1.0785  C24 1.393, C26 1.382, H37 1.081
26 C 0.0028 -3.1256 -1.1107  C25 1.382, C27 1.384, H36 1.079
27 C 0.3047 -4.2827 -0.4141  C26 1.384, C28 1.384, H35 1.080
28 C 1.4910 -4.3721 0.2924  C27 1.384, C29 1.389, H34 1.081
29 C 2.3935 -3.3168 0.3334  C24 1.401, C28 1.389, C30 1.496
30 C 3.6643 -3.4400 1.1123  C29 1.496, H31 1.089, H32 1.088, H33 1.087
31 H 3.7242 -2.6673 1.8779  C30 1.089
32 H 4.5193 -3.3044 0.4534  C30 1.088
33 H 3.7307 -4.4145 1.5892  C30 1.087
34 H 1.7259 -5.2822 0.8256  C28 1.081
35 H -0.3792 -5.1183 -0.4269  C27 1.080
36 H -0.9127 -3.0382 -1.6747  C26 1.079
37 H 0.6501 -1.1812 -1.6576  C25 1.081
38 H 1.3093 0.1439 -0.0979  N21 1.008
39 C 0.1215 2.2784 -1.3864  C13 1.537, C40 1.528, H43 1.090, H44 1.091
40 C -1.4057 2.3157 -1.3898  N7 1.451, C39 1.528, H41 1.093, H42 1.091
41 H -1.7676 3.3450 -1.3186  C40 1.093
42 H -1.7919 1.8578 -2.3014  C40 1.091
43 H 0.4385 1.2558 -1.5917  C39 1.090
44 H 0.5134 2.9103 -2.1842  C39 1.091
45 H 0.5243 3.8528 0.0221  C13 1.097
46 H -2.0419 1.6927 1.8358  C8 1.088
47 H -2.7698 -1.5731 0.4725  C4 1.092
48 H -1.9449 -0.4611 1.5666  C4 1.090
49 H -4.1832 1.0118 1.1976  C3 1.102
50 H -4.1367 -0.3330 2.3722  C3 1.094
51 H -6.3244 -0.8828 -0.9011  C1 1.088
52 H -4.6058 -0.6349 -1.2897  C1 1.093
53 H -5.5851 0.7255 -0.6811  C1 1.097

Properties
* molecular weight: 370.45 g mol⁻¹
* gap between HOMO and LUMO: 8.998 eV
* LUMO energy: 0.019 Ha
* E: -33265.311 eV
* energy relative to the best compared isomer or geometry (same formula, charge and spin): 51.4 kcal per mole

DFT (ωB97M-V/def2-TZVPD) results for an isolated molecule of C20H26N4O3S.

Each atom is followed by the atoms it is bonded to, with distances in Å.
CARTESIAN COORDINATES (ANGSTROEM)
1 C -1.0745 0.5273 1.7421  C2 1.496, H52 1.088, H53 1.090, H54 1.087
2 C -2.1323 1.2787 0.9980  C1 1.496, C3 1.390, C7 1.395
3 C -3.3666 1.5354 1.5831  C2 1.390, C4 1.383, H51 1.080
4 C -4.3413 2.2578 0.9195  C3 1.383, C5 1.384, H50 1.079
5 C -4.0986 2.7444 -0.3537  C4 1.384, C6 1.382, H49 1.079
6 C -2.8782 2.4992 -0.9549  C5 1.382, C7 1.389, H48 1.080
7 C -1.9033 1.7690 -0.2879  C2 1.395, C6 1.389, N8 1.426
8 N -0.6500 1.5526 -0.9334  C7 1.426, C9 1.346, C28 1.456
9 C -0.4073 0.4899 -1.7229  N8 1.346, O10 1.222, C11 1.521
10 O 0.6803 0.3057 -2.2491  C9 1.222
11 C -1.5726 -0.4728 -1.8905  C9 1.521, C12 1.533, H26 1.093, H27 1.091
12 C -1.1830 -1.6400 -2.8042  C11 1.533, C13 1.504, H24 1.090, H25 1.092
13 C -2.0926 -2.8150 -2.5740  C12 1.504, O14 1.209, N15 1.380
14 O -3.0105 -3.1067 -3.3039  C13 1.209
15 N -1.8865 -3.5813 -1.4449  C13 1.380, C16 1.367, H23 1.017
16 C -0.9412 -3.6171 -0.4578  N15 1.367, N17 1.291, S20 1.759
17 N -0.9899 -4.5321 0.4519  C16 1.291, C18 1.352
18 C 0.0222 -4.4206 1.3420  N17 1.352, C19 1.354, H22 1.074
19 C 0.8799 -3.3946 1.1272  C18 1.354, S20 1.727, H21 1.070
20 S 0.4053 -2.5004 -0.2720  C16 1.759, C19 1.727
21 H 1.7490 -3.1114 1.6840  C19 1.070
22 H 0.0835 -5.1329 2.1437  C18 1.074
23 H -2.5573 -4.3401 -1.3515  N15 1.017
24 H -1.2808 -1.3376 -3.8472  C12 1.090
25 H -0.1388 -1.9053 -2.6286  C12 1.092
26 H -1.8650 -0.8335 -0.9012  C11 1.093
27 H -2.4304 0.0604 -2.3034  C11 1.091
28 C 0.3682 2.5779 -0.7574  N8 1.456, H29 1.091, H30 1.095, C31 1.542
29 H -0.1239 3.5062 -0.4637  C28 1.091
30 H 0.8889 2.7156 -1.7103  C28 1.095
31 C 1.4031 2.2124 0.3251  C28 1.542, O32 1.216, N33 1.338
32 O 1.4676 2.8216 1.3752  C31 1.216
33 N 2.1796 1.1849 -0.0372  C31 1.338, H34 1.016, C35 1.462
34 H 1.9985 0.7626 -0.9429  N33 1.016
35 C 3.2614 0.6096 0.7610  N33 1.462, C36 1.527, C40 1.531, C44 1.531
36 C 3.8274 -0.5623 -0.0387  C35 1.527, H37 1.087, H38 1.088, H39 1.088
37 H 4.6305 -1.0421 0.5144  C36 1.087
38 H 4.2224 -0.2170 -0.9912  C36 1.088
39 H 3.0501 -1.2982 -0.2353  C36 1.088
40 C 4.3394 1.6724 0.9907  C35 1.531, H41 1.088, H42 1.086, H43 1.087
41 H 4.7346 2.0209 0.0392  C40 1.088
42 H 3.9114 2.5179 1.5218  C40 1.086
43 H 5.1543 1.2614 1.5803  C40 1.087
44 C 2.7100 0.1223 2.1037  C35 1.531, H45 1.086, H46 1.087, H47 1.088
45 H 2.3048 0.9621 2.6603  C44 1.086
46 H 3.5015 -0.3376 2.6893  C44 1.087
47 H 1.9181 -0.6061 1.9447  C44 1.088
48 H -2.6680 2.8736 -1.9464  C6 1.080
49 H -4.8533 3.3127 -0.8752  C5 1.079
50 H -5.2910 2.4439 1.3975  C4 1.079
51 H -3.5598 1.1642 2.5789  C3 1.080
52 H -0.4873 -0.0984 1.0728  C1 1.088
53 H -0.3929 1.2343 2.2149  C1 1.090
54 H -1.5149 -0.0938 2.5184  C1 1.087

Properties
* molecular weight: 402.52 g mol⁻¹
* gap between HOMO and LUMO: 9.411 eV
* LUMO energy: 0.022 Ha
* E: -44102.387 eV
* energy relative to the best compared isomer or geometry (same formula, charge and spin): 4.1 kcal per mole

DFT (ωB97M-V/def2-TZVPD) results for an isolated molecule of C20H26O3.

Each atom is followed by the atoms it is bonded to, with distances in Å.
CARTESIAN COORDINATES (ANGSTROEM)
1 C 3.6683 0.4344 5.2690  C2 1.330, H48 1.077, H49 1.078
2 C 2.6152 -0.3193 4.9682  C1 1.330, C3 1.446, H47 1.081
3 C 2.6271 -1.3105 3.9154  C2 1.446, C4 1.334, H46 1.083
4 C 1.6039 -2.0836 3.5480  C3 1.334, C5 1.498, H45 1.081
5 C 0.2279 -2.0716 4.1402  C4 1.498, C6 1.497, H43 1.092, H44 1.093
6 C -0.6765 -1.1468 3.3860  C5 1.497, C7 1.335, C10 1.477
7 C -0.3867 0.0371 2.8407  C6 1.335, C8 1.501, H42 1.077
8 C -1.5813 0.6939 2.2123  C7 1.501, C9 1.534, H14 1.097, O15 1.427
9 C -2.6496 -0.4069 2.2219  C8 1.534, C10 1.520, H12 1.089, H13 1.092
10 C -2.0937 -1.4832 3.1400  C6 1.477, C9 1.520, O11 1.205
11 O -2.7010 -2.4288 3.5758  C10 1.205
12 H -3.6326 -0.0670 2.5432  C9 1.089
13 H -2.7466 -0.8389 1.2241  C9 1.092
14 H -1.8978 1.5582 2.8097  C8 1.097
15 O -1.3277 1.2664 0.9303  C8 1.427, C16 1.349
16 C -0.6774 0.5091 0.0227  O15 1.349, O17 1.207, C18 1.471
17 O -0.3130 -0.6217 0.2384  C16 1.207
18 C -0.5071 1.2547 -1.2336  C16 1.471, H19 1.082, C20 1.522, C21 1.525
19 H -1.0653 2.1816 -1.2572  C18 1.082
20 C 0.8027 1.2268 -2.0080  C18 1.522, C21 1.502, C34 1.511, C38 1.512
21 C -0.3789 0.4610 -2.5300  C18 1.525, C20 1.502, C22 1.470, H33 1.083
22 C -1.1481 0.8722 -3.7135  C21 1.470, C23 1.331, H32 1.081
23 C -1.5236 0.0602 -4.6993  C22 1.331, C24 1.498, C28 1.503
24 C -2.3105 0.5641 -5.8702  C23 1.498, H25 1.090, H26 1.090, H27 1.087
25 H -1.7633 0.3844 -6.7956  C24 1.090
26 H -3.2601 0.0335 -5.9396  C24 1.090
27 H -2.5118 1.6289 -5.7856  C24 1.087
28 C -1.1912 -1.4056 -4.7262  C23 1.503, H29 1.087, H30 1.089, H31 1.089
29 H -1.6004 -1.8733 -5.6177  C28 1.087
30 H -0.1130 -1.5576 -4.7217  C28 1.089
31 H -1.6030 -1.9124 -3.8544  C28 1.089
32 H -1.4216 1.9173 -3.7624  C22 1.081
33 H -0.3215 -0.6095 -2.3752  C21 1.083
34 C 1.9694 0.4418 -1.4564  C20 1.511, H35 1.089, H36 1.086, H37 1.089
35 H 2.5463 1.0544 -0.7645  C34 1.089
36 H 1.6293 -0.4452 -0.9301  C34 1.086
37 H 2.6248 0.1358 -2.2703  C34 1.089
38 C 1.2222 2.5154 -2.6783  C20 1.512, H39 1.089, H40 1.086, H41 1.089
39 H 1.8195 3.1154 -1.9934  C38 1.089
40 H 0.3667 3.1048 -2.9933  C38 1.086
41 H 1.8277 2.2946 -3.5560  C38 1.089
42 H 0.5745 0.5222 2.8399  C7 1.077
43 H -0.2113 -3.0710 4.1030  C5 1.092
44 H 0.2539 -1.7611 5.1880  C5 1.093
45 H 1.7336 -2.7643 2.7182  C4 1.081
46 H 3.5692 -1.4105 3.3906  C3 1.083
47 H 1.6926 -0.1899 5.5172  C2 1.081
48 H 3.6386 1.1720 6.0526  C1 1.077
49 H 4.6011 0.3384 4.7373  C1 1.078

Properties
* molecular weight: 314.43 g mol⁻¹
* gap between HOMO and LUMO: 9.314 eV
* LUMO energy: 0.023 Ha
* E: -27302.561 eV
* energy relative to the best compared isomer or geometry (same formula, charge and spin): 26.3 kcal per mole

DFT (ωB97M-V/def2-TZVPD) results for an isolated molecule of C20H26O4.

Each atom is followed by the atoms it is bonded to, with distances in Å.
CARTESIAN COORDINATES (ANGSTROEM)
1 O 1.9344 1.3477 -4.7210  C5 1.232
2 O 3.0917 -0.5621 2.1058  C6 1.240
3 O 1.7372 -2.2177 -2.0185  C7 1.239
4 O 2.3330 -0.5478 -3.4953  C5 1.352, C7 1.370
5 C 1.5943 0.5183 -3.8762  O1 1.232, O4 1.352, C20 1.511
6 C 2.1337 0.2166 2.2216  O2 1.240, C21 1.532, H25 1.083
7 C 1.5648 -1.0882 -2.4986  O3 1.239, O4 1.370, C22 1.546
8 C -1.1991 -2.5578 4.4053  C9 1.366, H26 1.110, H27 1.073
9 C -0.6986 -1.6537 3.5119  C8 1.366, C14 1.497, C19 1.499
10 C -1.1301 2.1410 -1.6940  C13 1.471, C18 1.540, H28 1.092, H29 1.124
11 C -2.1325 -0.8530 1.7297  C16 1.542, C19 1.547, H30 1.082, H31 1.090
12 C -0.7753 0.1112 -4.1577  C20 1.536, H32 1.096, H33 1.095, H34 1.126
13 C -0.1951 2.1722 -2.8297  C10 1.471, C20 1.591, H35 1.093, H36 1.098
14 C 0.6789 -1.6612 2.9264  C9 1.497, C21 1.577, H37 1.094, H38 1.095
15 C -0.2677 0.5698 2.8026  C19 1.514, C21 1.537, H39 1.100, H40 1.099
16 C -1.1276 -1.3353 0.6647  C11 1.542, C23 1.583, H41 1.091, H42 1.058
17 C 1.9203 1.0732 -0.4966  C24 1.590, H43 1.076, H44 1.073, H45 1.077
18 C -0.5460 1.5629 -0.3921  C10 1.540, C24 1.545, H46 1.100, H47 1.083
19 C -1.3923 -0.4202 3.0171  C9 1.499, C11 1.547, C15 1.514, H48 1.105
20 C 0.2618 0.6901 -3.1843  C5 1.511, C12 1.536, C13 1.591, C22 1.513
21 C 0.7176 -0.3449 2.0586  C6 1.532, C14 1.577, C15 1.537, C23 1.560
22 C 0.3683 -0.2461 -2.0007  C7 1.546, C20 1.513, C24 1.604, H49 1.088
23 C 0.3064 -0.6692 0.5896  C16 1.583, C21 1.560, C24 1.575, H50 1.092
24 C 0.4746 0.4132 -0.5423  C17 1.590, C18 1.545, C22 1.604, C23 1.575
25 H 2.2998 1.2583 2.4680  C6 1.083
26 H -2.1669 -2.3777 4.9188  C8 1.110
27 H -0.6142 -3.3799 4.7709  C8 1.073
28 H -2.0137 1.5631 -1.9729  C10 1.092
29 H -1.5460 3.1620 -1.4729  C10 1.124
30 H -2.6714 -0.0210 1.2967  C11 1.082
31 H -2.8457 -1.6540 1.9220  C11 1.090
32 H -1.7937 0.1930 -3.7597  C12 1.096
33 H -0.5710 -0.9386 -4.3932  C12 1.095
34 H -0.8028 0.6569 -5.1421  C12 1.126
35 H 0.6882 2.7714 -2.5933  C13 1.093
36 H -0.6499 2.6452 -3.7105  C13 1.098
37 H 1.4518 -1.7074 3.6997  C14 1.094
38 H 0.8510 -2.5749 2.3484  C14 1.095
39 H -0.5897 1.4714 2.2609  C15 1.100
40 H 0.1991 0.8905 3.7444  C15 1.099
41 H -0.9782 -2.3991 0.8574  C16 1.091
42 H -1.6399 -1.2375 -0.2556  C16 1.058
43 H 2.0480 1.8030 0.2840  C17 1.076
44 H 2.6733 0.3113 -0.4318  C17 1.073
45 H 2.1540 1.5878 -1.4132  C17 1.077
46 H -0.0729 2.3738 0.1814  C18 1.100
47 H -1.4270 1.2632 0.1615  C18 1.083
48 H -2.1096 -0.0062 3.7489  C19 1.105
49 H -0.5243 -0.8629 -1.9162  C22 1.088
50 H 0.9992 -1.4510 0.2721  C23 1.092

Properties
* molecular weight: 330.42 g mol⁻¹
* gap between HOMO and LUMO: 9.686 eV
* LUMO energy: 0.016 Ha
* E: -29350.934 eV
* energy relative to the best compared isomer or geometry (same formula, charge and spin): 4.2 kcal per mole